# 1
62
Properties=species:S:1:pos:R:3:forces:R:3:lowdin_spin:R:1 method="wB97M-V/def2-TZVPD" s2=2.01 total_charge=-1 multiplicity=3 homo_lumo_gap_ha="0.204 / 0.198"
O 3.073072 0.561591 -0.280769 -0.4 0.4 -0.2 0.00
C 3.299346 1.739179 -1.111010 0.1 -0.4 0.4 0.00
C 4.252259 0.941522 -2.015220 0.2 -1.2 0.1 0.00
H 3.731216 2.558958 -0.512332 -0.4 -0.4 -0.4 0.00
H 2.355931 2.027937 -1.591303 0.3 0.1 0.1 0.00
C 3.771423 -0.301054 -1.190637 0.4 1.4 -1.0 0.00
H 5.320386 0.953723 -1.806911 -1.0 0.6 -0.6 0.00
H 4.013160 0.874287 -3.102251 0.4 0.3 0.8 0.00
C 4.897768 -0.998946 -0.466178 0.0 -0.2 -0.1 0.00
H 5.456458 -0.241183 0.108124 -0.3 -0.4 0.1 0.00
H 5.585602 -1.416556 -1.207951 0.0 -0.1 0.0 0.00
H 4.527156 -1.821294 0.167025 0.2 0.4 0.0 0.00
C 2.993337 -1.116611 -2.177846 -0.7 -1.1 -0.4 0.00
H 2.558577 -0.475172 -2.947659 -0.2 -0.2 0.3 0.00
H 2.213206 -1.782145 -1.804670 0.2 0.2 0.0 0.00
H 3.719485 -1.739086 -2.706813 0.1 -0.1 -0.1 0.00
Pd -0.166375 0.308533 0.118096 0.0 2.5 1.2 1.13
C -1.845990 -0.337563 -1.412395 0.1 0.2 -1.4 0.09
C -1.944180 1.059110 -1.139830 0.5 0.2 -0.7 0.08
C -0.732044 1.684666 -1.595877 -0.5 -0.6 -0.9 0.07
H -2.799310 1.575273 -0.720569 0.3 -0.2 0.1 0.00
C 0.087707 0.666642 -2.193237 -0.6 0.4 0.0 0.09
C -0.599963 -0.576666 -2.073801 -0.8 0.3 -0.7 0.06
H -0.243130 -1.531932 -2.450980 -0.1 0.3 0.3 0.00
H -2.604249 -1.080463 -1.179591 0.3 0.2 0.0 0.00
H -0.502559 2.743934 -1.547745 0.0 -0.3 0.1 0.01
H 1.031243 0.844383 -2.698362 -0.3 -0.1 0.2 0.00
C -1.031122 -1.572548 1.351559 0.6 -0.7 0.3 0.15
C -0.287613 -2.208245 0.317363 0.6 -1.4 1.2 0.01
C 1.065894 -1.804944 0.427425 -0.5 -0.8 0.5 0.12
H -0.686178 -2.931847 -0.393483 0.1 0.3 0.2 0.00
C 1.178770 -0.864305 1.500662 -0.8 -0.4 0.8 0.03
C -0.128181 -0.759536 2.112946 1.0 -0.8 -0.4 0.05
H -0.344123 -0.227251 3.029734 -0.1 0.2 -0.3 0.00
H -2.079823 -1.739247 1.581209 0.2 0.2 -0.2 0.01
H 1.907308 -2.218187 -0.116744 -0.3 0.2 0.1 0.01
H 2.087978 -0.377394 1.841002 -0.3 -0.1 -0.1 0.00
O 5.875291 2.547862 -0.599025 2.7 0.8 -0.5 0.00
C 6.968608 2.034662 -1.418308 -0.1 -0.2 -0.7 0.00
C 8.159531 3.001446 -1.455410 -0.3 -0.2 0.6 0.00
H 6.632248 1.942369 -2.469647 -0.1 -0.1 0.6 0.00
H 7.248155 1.026369 -1.058679 -0.2 0.5 -0.1 0.00
C 7.569456 4.307672 -0.892283 -0.2 -0.2 -0.3 0.00
H 8.502177 3.132031 -2.500218 0.1 -0.2 0.7 0.00
H 8.949022 2.593833 -0.805491 0.0 0.4 -0.4 0.00
C 6.207812 3.906809 -0.279199 -0.2 0.4 0.6 0.00
H 7.384360 4.999293 -1.725225 0.3 0.0 0.4 0.00
H 8.247109 4.748678 -0.147170 -0.4 0.1 -0.3 0.00
H 5.399737 4.570358 -0.624855 0.2 -0.2 0.0 0.00
H 6.242431 4.009093 0.811080 -0.1 -0.1 -0.1 0.00
F -4.099960 3.687226 5.092924 -0.3 0.2 0.4 0.00
C -3.180246 3.292550 4.198652 0.3 -0.2 -0.3 0.00
C -3.440459 2.205541 3.364573 0.0 0.5 0.4 0.00
F -4.613078 1.544866 3.462054 0.2 0.2 0.1 0.00
C -2.508722 1.819040 2.433743 0.3 -0.1 -0.4 0.00
F -2.811052 0.768152 1.621797 0.0 0.5 0.5 0.00
C -1.265550 2.490111 2.279023 0.6 0.0 -0.3 0.01
O -0.362972 2.181495 1.428149 0.0 0.1 0.1 0.08
C -1.033862 3.588652 3.166874 -0.4 -0.5 -0.2 0.00
F 0.144492 4.229943 3.071054 -0.1 0.1 0.1 0.00
C -1.964468 3.976211 4.100642 -0.3 -0.2 -0.1 0.00
F -1.724686 5.018925 4.922277 -0.1 -0.1 0.0 0.00

---

# 2
60
Properties=species:S:1:pos:R:3:forces:R:3:lowdin_spin:R:1 method="wB97M-V/def2-TZVPD" s2=3.86 total_charge=+4 multiplicity=4 homo_lumo_gap_ha="0.222 / 0.174" de_lowest_kcal_mol=0.00
Mn 0.856269 -0.877356 1.925909 0.3 -0.3 0.3 2.13
C 4.143626 -1.187564 2.399437 0.0 0.0 0.0 0.00
C 3.756971 -2.016763 1.188895 0.1 0.0 0.0 -0.01
S 2.066926 -2.673848 1.188301 -0.1 0.1 0.0 -0.06
C 1.967065 -3.865446 2.560465 0.0 -0.1 0.0 0.00
C 1.888621 -3.261087 3.952395 0.0 0.0 0.0 0.00
S 0.616332 -1.955690 4.022275 0.0 0.0 0.0 -0.04
C 1.337958 -0.686832 5.100871 0.0 0.0 0.0 0.00
C 2.693182 -0.151785 4.653621 0.0 0.0 0.0 0.00
S 2.861002 0.048676 2.839694 -0.1 0.1 -0.1 -0.01
H 5.054217 -0.627988 2.183430 0.0 0.0 0.0 0.00
H 4.338988 -1.803971 3.273035 0.0 0.0 0.0 0.00
H 4.439637 -2.860455 1.063280 0.0 0.0 0.0 0.00
H 3.804041 -1.433023 0.267522 0.0 0.0 0.0 0.00
H 2.828897 -4.530623 2.471185 0.0 0.0 0.0 0.00
H 1.084793 -4.467422 2.335610 0.0 0.0 0.0 0.00
H 2.835816 -2.845431 4.282066 0.0 0.0 0.0 0.00
H 1.592160 -4.027970 4.670304 0.0 0.0 0.0 0.00
H 1.395603 -1.106342 6.108291 0.0 0.0 0.0 0.00
H 0.579763 0.097982 5.134876 0.0 0.0 0.0 0.00
H 3.519660 -0.782482 4.977764 0.0 0.0 0.0 0.00
H 2.857343 0.832170 5.093600 0.0 0.0 0.0 0.00
S 0.595912 0.812784 0.572358 0.1 0.4 -0.2 -0.02
Sb -0.876394 0.887682 -1.325252 0.2 0.0 0.2 0.01
C -0.788274 2.970612 -1.761986 -0.1 0.3 -0.2 0.04
C -0.057162 3.894331 -1.072897 0.0 0.0 0.0 0.16
C -0.099963 5.291013 -1.455861 0.0 0.0 -0.1 0.31
C -0.891449 5.742043 -2.526020 0.0 -0.1 0.0 0.03
C -1.623706 4.820815 -3.226561 0.0 0.2 0.0 0.11
C -1.584501 3.445584 -2.846812 0.1 -0.2 0.2 0.32
C -2.823094 0.479364 -0.778246 -0.4 -0.1 0.1 0.01
C -3.292147 1.013511 0.427042 0.1 0.0 0.0 0.00
C -4.620759 0.829503 0.772648 0.0 0.0 0.0 0.00
C -5.470075 0.120376 -0.072442 0.0 0.0 0.0 0.00
C -5.000004 -0.402408 -1.270617 -0.1 0.0 0.0 0.00
C -3.672865 -0.227463 -1.636096 0.1 0.1 0.0 0.00
C -0.047878 -0.077256 -2.939922 0.1 -0.2 -0.3 0.00
C -0.584583 -1.277796 -3.413319 0.0 0.0 0.1 0.00
C -0.008895 -1.871718 -4.526085 0.0 0.0 0.0 0.00
C 1.081830 -1.277522 -5.148915 0.0 0.0 0.0 0.00
C 1.616806 -0.088243 -4.664756 0.0 0.0 0.0 0.00
C 1.054437 0.523037 -3.556661 0.0 0.0 0.0 0.00
H 0.571818 3.627023 -0.232532 0.0 0.0 0.0 0.00
H 0.507079 6.001323 -0.905879 0.0 0.0 0.0 0.01
H -0.897495 6.793805 -2.782286 0.0 0.0 0.0 0.00
H -2.241450 5.110732 -4.067728 0.0 0.0 0.0 0.00
H -2.201530 2.754846 -3.414059 0.0 0.0 0.0 0.01
H -2.640092 1.574281 1.088596 0.0 0.0 0.0 0.00
H -5.004903 1.246374 1.694312 0.0 0.0 0.0 0.00
H -6.507708 -0.015825 0.203687 0.0 0.0 0.0 0.00
H -5.673203 -0.937700 -1.927316 0.0 0.0 0.0 0.00
H -3.327420 -0.616296 -2.586598 0.0 0.0 0.0 0.00
H -1.435674 -1.750532 -2.937910 0.0 0.0 0.0 0.00
H -0.418405 -2.794221 -4.915139 0.0 0.0 0.0 0.00
H 1.515828 -1.741750 -6.024846 0.0 0.0 0.0 0.00
H 2.464175 0.364666 -5.161568 0.0 0.0 0.0 0.00
H 1.470484 1.457206 -3.194895 0.0 0.0 0.0 0.00
N -1.913415 -2.173772 1.289904 0.1 -0.1 0.0 0.01
C -0.885643 -1.708185 1.494249 -0.4 -0.1 -0.1 -0.02
H -2.808535 -2.616983 1.137603 0.0 0.0 0.0 0.00

---

# 3
56
Properties=species:S:1:pos:R:3:forces:R:3:lowdin_charge:R:1 method="wB97M-V/def2-TZVPD" total_charge=+1 multiplicity=1 homo_lumo_gap_ha=0.245 de_lowest_kcal_mol=19.90
C 2.355202 -1.389118 1.937794 -0.1 -0.6 0.0 0.02
C 1.985676 0.024036 1.804232 0.8 1.4 -0.2 -0.15
N 2.877387 1.034954 1.958827 -0.6 -1.3 -0.1 -0.01
C 4.313093 0.856949 2.105129 0.3 -0.1 0.1 0.02
C 2.237982 2.275486 1.851432 -0.7 0.3 -0.5 -0.15
C 0.864862 2.035856 1.603861 0.8 0.3 0.1 -0.09
C 0.034611 3.135087 1.421502 0.0 0.5 -0.1 -0.01
C 0.582013 4.426683 1.464299 0.1 -0.4 0.0 -0.05
C 1.954500 4.637295 1.676048 0.1 -0.5 0.1 -0.06
C 2.808395 3.543442 1.877528 -0.2 0.1 -0.1 0.00
C 0.697000 0.573792 1.550905 -0.5 0.3 0.2 -0.09
C -0.460358 -0.158065 1.350836 1.1 -0.6 1.5 0.06
C -1.769830 0.388849 1.567323 -1.6 0.6 0.0 -0.20
C -2.044044 1.255487 2.664457 0.3 -0.3 -0.4 -0.03
C -3.311806 1.791330 2.851708 0.4 -0.2 -0.2 -0.02
C -4.338309 1.517778 1.939409 0.2 -0.2 0.0 -0.26
C -5.661163 2.204630 2.062142 -0.4 0.0 0.0 -0.04
C -4.103433 0.595950 0.911290 0.0 0.1 0.1 -0.02
C -2.853894 0.021738 0.739005 0.5 0.0 0.2 0.00
H 1.430737 -1.971295 1.977400 0.3 -0.1 0.0 0.09
H 2.955450 -1.753181 1.090107 -0.1 0.2 0.2 0.11
H 2.911446 -1.568645 2.868335 -0.1 0.0 -0.3 0.11
H 4.796210 1.837165 2.094882 -0.1 -0.3 0.0 0.09
H 4.565729 0.355163 3.048358 -0.2 0.1 -0.2 0.11
H 4.705224 0.257722 1.272951 -0.1 0.2 0.2 0.11
H -1.029101 2.977115 1.265551 0.2 0.3 -0.1 0.11
H -0.071352 5.284518 1.330760 0.1 -0.2 0.0 0.11
H 2.363382 5.649459 1.676159 -0.2 -0.3 0.0 0.11
H 3.883864 3.653888 2.023116 -0.4 0.2 0.0 0.11
H -0.387514 -1.240298 1.231933 0.0 0.7 0.3 0.10
H -1.239561 1.488992 3.367307 -0.3 -0.1 -0.2 0.13
H -3.500171 2.442293 3.706320 0.0 -0.1 -0.2 0.13
H -6.376789 1.767721 1.358879 0.0 0.1 0.2 0.08
H -6.070653 2.120455 3.076049 0.1 0.0 -0.2 0.09
H -5.570139 3.275118 1.834337 0.0 -0.2 0.0 0.09
H -4.921180 0.325319 0.243920 0.2 0.1 0.1 0.12
H -2.651100 -0.688793 -0.059784 -0.2 0.2 0.1 0.11
C 0.857475 -4.689479 -4.596682 -0.2 -0.1 -0.1 -0.05
N 0.710014 -3.255762 -4.438623 -0.1 0.2 0.3 -0.19
C 1.090065 -2.527268 -5.633438 0.2 0.1 0.0 -0.05
C 0.309588 -2.654971 -3.276817 0.2 -0.1 -0.3 -0.22
C 0.489305 -1.265538 -3.046745 -0.2 0.3 0.7 0.00
C 0.130946 -0.722674 -1.806750 0.2 -0.9 -0.8 -0.13
N -0.355944 -1.461301 -0.803075 -0.5 0.0 -0.7 -0.01
C -0.625315 -2.753775 -1.044555 0.4 0.0 -0.7 -0.13
C -0.313021 -3.396748 -2.241246 -0.1 0.4 0.6 0.00
H 0.878782 -5.207547 -3.636621 0.1 0.1 -0.2 0.08
H 0.039312 -5.097293 -5.207326 0.1 0.0 0.1 0.10
H 1.799365 -4.884001 -5.126890 -0.2 0.0 0.2 0.10
H 0.755932 -1.488365 -5.603158 0.0 -0.3 -0.1 0.08
H 2.182718 -2.553217 -5.759556 -0.2 0.1 -0.1 0.10
H 0.639692 -3.024450 -6.504787 0.1 0.2 0.2 0.10
H 0.925184 -0.603654 -3.792699 -0.1 -0.3 0.2 0.10
H 0.228658 0.350949 -1.623533 0.1 -0.3 0.0 0.12
H -1.136855 -3.303195 -0.246244 0.3 0.1 -0.2 0.12
H -0.568286 -4.446562 -2.355557 0.1 0.3 0.0 0.10

---

The lowest multiplicity belongs to which entry?
C25H28N3

---

Which of these has the lowest multiplicity?
C25H28N3

---

Look up the multiplicity of the first one.
3

---

Among the records above, which one has the highest multiplicity?
C25H28MnNS4Sb